1.
# C28H69NO12P2Si3

A molecular structure, C28H69NO12P2Si3 in a non-equilibrium geometry (wB97M-V/def2-TZVPD, the OMol25 dataset).

```
115
Properties=species:S:1:pos:R:3:forces:R:3
C -2.79036 0.25162 -2.52812 0.1221 0.4539 -0.7402
C -2.16843 1.66991 -2.29595 -0.3972 -0.2380 0.5343
C -1.86249 1.95305 -0.78042 -0.2166 0.6389 -1.8255
N -0.51613 1.46527 -0.46784 -0.2232 -0.5897 1.5431
Si -0.31595 1.05456 1.24757 0.2705 0.8412 -1.4016
C -1.41355 -0.45075 1.54312 -0.4824 -0.3366 -0.6066
C -1.19418 -1.52886 0.44067 -0.1920 0.4578 0.6801
O 0.01091 -2.20931 0.76813 -0.3861 -0.1712 -0.6013
C 0.18534 -3.36525 -0.04067 1.0024 -0.5886 -0.2366
C 0.32906 -3.04181 -1.55076 -0.6338 0.5409 0.5368
C -0.81511 2.60679 2.22750 0.5172 0.3921 0.4738
C 0.43379 3.55470 2.33609 -1.7795 0.2211 -0.0351
O 0.80827 3.88444 0.98612 1.4847 -0.1120 0.7763
Si 2.45953 4.21367 0.75936 0.4954 0.4211 -1.2910
C 3.44615 2.72232 0.09602 0.0836 0.1078 -0.1236
C 2.52872 5.50100 -0.65298 -0.4213 -0.8879 0.2294
C 3.28685 5.03916 2.25641 -0.5635 0.0588 -0.1704
O 1.34278 0.80438 1.46136 -1.2121 -0.7909 1.3087
Si 1.80742 -0.05906 2.83851 0.6945 0.9209 -0.2007
C 0.62394 0.02897 4.30988 0.1655 -0.4322 0.4530
C 3.44704 0.76158 3.43179 1.2836 -1.8977 -0.6157
C 4.63181 -0.20366 3.00639 0.6061 0.3106 -1.4657
C 6.09677 0.55103 2.87457 -1.3695 1.1436 0.5036
O 5.12967 0.02260 1.72102 -2.3645 0.3024 2.4265
H -3.18293 -0.20090 -1.59906 0.3362 0.1392 -0.3922
H -2.06938 -0.41473 -3.03570 -0.3344 0.0804 0.5205
H -3.64298 0.35453 -3.22962 0.3917 -0.1714 0.3827
H -1.21013 1.79318 -2.83477 -0.5650 -0.1121 0.0979
H -2.88708 2.40548 -2.70796 0.4464 -0.1458 0.3577
H -1.97566 3.05323 -0.63605 0.1769 -0.5613 0.2062
H -2.65820 1.46121 -0.19152 0.5375 0.1358 0.0251
H 0.20637 2.11388 -0.76419 -0.2463 0.0057 -0.0706
H -2.46684 -0.10939 1.42073 0.5445 0.0030 0.2173
H -1.34751 -0.90172 2.54632 0.0349 0.1806 -0.3952
H -2.04360 -2.24670 0.40782 0.3364 0.2007 0.1278
H -1.14246 -1.02949 -0.54446 0.1098 -0.2637 0.3591
H -0.61518 -4.10445 0.18186 0.1832 0.4048 -0.2946
H 1.13636 -3.83120 0.28653 -0.4773 0.3034 0.0572
H 0.77042 -3.86527 -2.13411 -0.2245 0.2696 0.3436
H -0.66666 -2.77854 -1.95498 0.5177 -0.2260 -0.0978
H 0.95811 -2.13523 -1.63236 -0.1473 -0.4926 -0.0715
H -1.26440 2.39558 3.21912 0.3881 0.1315 -0.3307
H -1.57024 3.21594 1.68845 0.2923 -0.5766 0.0831
H 1.24566 3.12264 2.95220 -0.2026 0.1097 -0.4122
H 0.08431 4.50435 2.79868 0.4252 -0.5351 0.0674
H 2.79006 1.97186 -0.38389 0.2998 0.2173 0.4591
H 4.07393 2.23930 0.86506 -0.4354 -0.0481 -0.3567
H 4.14847 3.05259 -0.70035 -0.3901 0.0707 0.4715
H 1.92148 5.06758 -1.47711 0.1626 0.5381 0.3483
H 3.55771 5.59225 -1.04192 -0.3911 0.1949 0.3214
H 2.11194 6.45878 -0.30025 0.2125 -0.2504 -0.4523
H 3.98086 5.80382 1.85503 -0.1478 -0.5250 0.2580
H 3.81048 4.33685 2.92678 -0.2161 0.4428 -0.1551
H 2.49582 5.60096 2.79579 0.5065 -0.3396 0.0020
H 2.15701 -1.44846 2.49503 -0.1594 -0.0642 0.0135
H 1.26029 -0.01100 5.22184 -0.2521 0.0359 -0.5129
H 0.03553 0.95740 4.39498 0.1027 -0.4417 -0.1664
H -0.01611 -0.87304 4.38351 0.1023 0.6220 -0.1413
H 3.65541 1.70502 2.90366 -0.2485 -0.1813 0.4991
H 3.49413 0.82892 4.53203 -0.1575 0.3108 -0.4228
H 4.63170 -1.23357 3.42841 0.2764 0.7563 -0.4951
H 6.47559 1.25880 2.11273 1.8051 -1.0155 0.4763
H 5.62778 1.40703 3.47493 -0.0850 0.0332 -1.0961
O 0.30666 -3.77940 6.44527 -0.8073 -0.2160 3.7337
P 0.02412 -5.24208 6.64908 1.2753 -2.2020 -7.3148
O 1.42471 -5.91840 6.13139 -0.3596 0.1470 1.0112
C 2.59720 -5.78006 6.93090 0.2930 -0.0775 0.1594
C 2.57593 -6.72973 8.11470 -0.1352 -0.0084 0.0606
O -0.88616 -5.47762 5.28989 -0.4656 -0.0181 0.9078
C -1.67163 -4.41637 4.74580 0.0440 0.1174 -0.4044
C -0.99828 -3.86049 3.50972 0.1406 0.0184 -0.0582
O -0.50030 -6.70950 7.23267 0.2329 2.2877 1.6734
C -1.89015 -7.06808 7.18402 -0.4990 -0.2337 0.2671
C -2.08663 -8.14179 6.13596 0.2438 -0.0849 -0.2810
H 2.70856 -4.74338 7.26245 -0.0200 0.0127 -0.0563
H 3.44615 -6.01545 6.28792 -0.1257 0.0329 -0.1150
H 1.78317 -6.45964 8.81750 0.0642 0.0043 0.0306
H 3.52870 -6.70798 8.64531 -0.0059 0.0329 -0.0036
H 2.37696 -7.74994 7.78376 0.0654 0.0378 -0.0313
H -1.85505 -3.63583 5.48468 0.1536 0.0015 0.0026
H -2.64503 -4.83793 4.47685 0.0516 -0.1360 0.0550
H 0.01481 -3.51955 3.72995 -0.0792 0.0706 0.1001
H -1.56412 -3.02340 3.09761 -0.0196 -0.0537 -0.0258
H -0.90996 -4.63295 2.74338 -0.0786 0.0195 0.0037
H -2.52092 -6.19866 6.99610 0.0649 -0.0106 -0.0963
H -2.16288 -7.46379 8.16474 0.1175 0.1051 0.0421
H -1.79545 -7.79263 5.14618 -0.0559 0.1485 0.0745
H -3.12947 -8.46036 6.09692 0.0103 0.0153 0.1183
H -1.46038 -9.00833 6.35680 -0.0969 0.0001 0.1225
O -2.01586 2.03179 -6.39255 2.7575 -2.3993 -1.2092
P -1.62024 2.63087 -7.71207 -4.9178 6.0914 0.2257
O -1.19670 4.15064 -7.26469 0.6982 -0.8377 -0.2510
C 0.01303 4.34511 -6.53506 0.2925 0.1323 0.1013
C 1.22625 4.27408 -7.44435 -0.0133 -0.1056 -0.0995
O -3.14317 2.97295 -8.25870 0.4668 -0.7932 -0.4794
C -4.25694 2.16924 -7.86795 -0.3052 0.1644 0.1682
C -5.08283 2.90139 -6.83147 -0.0285 0.1418 0.1305
O -1.02865 2.88611 -9.24647 0.9234 -2.1341 1.6438
C -1.67063 2.30150 -10.39018 0.0300 -0.2994 -0.5294
C -2.37015 3.39055 -11.17410 -0.0931 0.3463 0.1304
H 0.08753 3.61359 -5.72476 -0.0599 0.0110 0.0078
H -0.04799 5.33570 -6.08271 -0.1645 -0.0345 -0.0352
H 1.35623 3.26453 -7.84347 0.0563 0.0188 0.0401
H 2.13218 4.54963 -6.90291 -0.0134 -0.0233 0.0218
H 1.10512 4.94292 -8.29761 -0.0037 0.0330 0.0743
H -3.93714 1.19248 -7.50481 0.0772 0.0908 0.1066
H -4.86132 1.99620 -8.76357 0.0966 0.0805 -0.0717
H -4.47976 3.17265 -5.96363 0.0619 -0.1666 -0.0359
H -5.92093 2.28760 -6.49555 0.0010 0.0070 -0.0345
H -5.47483 3.83136 -7.24769 -0.0339 -0.0630 -0.0468
H -2.35817 1.50642 -10.09973 -0.0463 0.0960 0.0473
H -0.89273 1.85050 -11.01006 0.0650 -0.0176 0.1476
H -3.13475 3.88524 -10.57657 -0.0017 -0.1622 0.0669
H -2.84167 2.98290 -12.06969 0.0999 -0.0665 0.0004
H -1.65827 4.16351 -11.47013 0.0539 -0.1234 -0.0789
```
Positions in Å, forces in eV/Å.

**Max |F|**: 7.832 eV/A
**HOMO energy**: -8.297 eV
**HOMO-LUMO gap**: 7.8 eV
**Lowest unoccupied orbital energy**: -0.019 hartree



2.
# C28H70B2F11N8O10

A molecular structure, C28H70B2F11N8O10 in a non-equilibrium geometry (wB97M-V/def2-TZVPD, the OMol25 dataset).

```
129
Properties=species:S:1:pos:R:3:forces:R:3
C 18.34556 -4.88820 -6.58415 -0.5696 0.1095 -0.5961
C 18.35640 -6.29073 -6.06033 1.5304 1.5835 -0.9114
O 19.36609 -6.77968 -5.65942 -1.1029 -1.1649 0.3818
N 17.15836 -7.20577 -6.32774 0.5933 -0.4635 0.4932
H 17.25808 -7.73930 -5.46521 -0.6354 -0.7194 -0.1780
H 16.22754 -6.78633 -6.27860 -0.2283 0.5620 -0.1477
C 17.35817 -8.06905 -7.58727 1.3534 1.4596 0.4116
H 17.80768 -4.13064 -6.01773 -0.6913 -0.5343 -0.0466
H 17.91443 -5.04101 -7.57811 -0.2815 0.7751 -0.0631
H 19.33354 -4.44428 -6.70562 0.3208 -0.7952 0.0914
H 16.51289 -8.67446 -7.89850 -0.0475 -0.0747 0.6283
H 18.30651 -8.55167 -7.36243 -0.3385 -0.7250 -0.3462
H 17.59058 -7.34952 -8.37232 -0.2625 -0.0670 -0.1501
C 16.88297 2.14667 2.90038 0.7957 0.4060 -1.0338
C 17.53930 1.01482 3.65050 -2.0054 2.2577 0.8173
O 17.82491 1.02559 4.78965 0.5381 -1.0188 -0.4698
N 17.75808 -0.24790 2.77727 1.2176 0.0650 0.6182
H 16.89566 -0.75446 2.57641 -0.1622 -0.2470 0.6824
H 18.00473 0.12757 1.86332 0.3751 -0.0503 -0.0521
C 18.92257 -1.04087 3.39662 -0.6790 0.4425 -0.2642
H 15.81272 2.05680 2.71120 -0.0011 -0.4733 0.1420
H 17.39248 2.27186 1.93860 -0.2175 -0.2533 -0.2657
H 17.03624 3.13516 3.33261 0.0409 -0.3640 0.7725
H 18.73806 -1.27000 4.44430 -0.6662 -0.1963 -0.1998
H 19.75914 -0.34836 3.45445 0.1268 -0.1787 -0.5293
H 19.08340 -1.89769 2.75242 0.2653 0.0147 0.2339
C 20.47698 -8.75419 -1.68137 1.0087 -1.1366 0.7320
C 19.04696 -8.95100 -2.11501 0.5741 1.7110 -0.4109
O 18.33509 -8.04414 -2.41487 -0.2499 -1.0142 0.2635
N 18.59107 -10.38819 -2.38985 1.1398 1.5446 0.1319
H 17.74180 -10.33729 -2.95341 -0.3437 -0.0932 0.2780
H 19.33496 -10.69446 -3.02146 -0.0156 -0.8628 0.1027
C 18.46794 -11.19514 -1.11877 -0.3554 -0.6777 -0.9631
H 20.99574 -9.61477 -1.24976 -0.4714 -0.4634 -0.2449
H 20.66464 -8.01974 -0.89872 -0.7546 0.4765 -0.3288
H 21.11425 -8.49144 -2.52943 -0.3694 0.2542 -0.2767
H 19.45065 -11.43576 -0.72285 -0.0261 0.2021 -0.0245
H 17.99002 -12.10727 -1.47362 -0.0738 -0.1468 0.5875
H 17.83491 -10.64209 -0.43069 0.0310 -0.1047 0.0035
C 22.28412 -7.20143 -6.81122 -1.4775 -0.4714 0.5960
C 23.52454 -7.12023 -6.02521 1.8353 -1.2921 -0.5191
O 23.82137 -7.78227 -5.07814 -0.4601 0.7071 0.3215
N 24.64772 -6.38514 -6.72586 5.3215 -1.4451 5.0947
H 24.99933 -6.88623 -7.54442 0.2334 -0.5073 0.5096
H 24.24152 -5.56194 -7.19834 4.1011 -2.3259 2.3255
C 25.76032 -5.87376 -5.82644 -0.0206 -0.9374 -0.1145
H 21.61728 -7.81244 -6.21095 -0.1291 -0.3159 -0.4165
H 22.57769 -7.59359 -7.78914 -0.4079 -0.7097 0.2742
H 21.83796 -6.24200 -7.08202 -0.5510 -0.9585 0.9302
H 26.39726 -6.72558 -5.61582 0.4224 0.4332 0.3015
H 25.36452 -5.38441 -4.93783 -0.3795 -0.8410 0.1776
H 26.21439 -5.00299 -6.29838 0.5065 -0.7729 -0.5345
C 12.93906 -2.26523 -1.22980 -0.4372 0.2379 -0.2402
C 14.31035 -2.66457 -1.65521 -0.5389 -1.7722 0.7208
O 15.09606 -3.24953 -0.96066 -0.1731 1.1499 -1.0170
N 14.54365 -2.59926 -3.14970 1.4534 0.0734 0.3185
H 14.33841 -3.56060 -3.47691 -0.9832 -0.4098 -0.4704
H 13.89139 -1.92847 -3.54973 0.0587 -0.0316 -0.4235
C 16.00446 -2.43228 -3.57919 -0.5482 1.1376 1.4096
H 12.14243 -2.54089 -1.92614 0.3344 -0.1574 -0.4152
H 12.84835 -1.17840 -1.16318 0.0636 0.0264 0.3578
H 12.68510 -2.79171 -0.31273 0.2514 0.4075 0.2291
H 16.34272 -1.50874 -3.10811 0.0137 0.1626 -0.2744
H 16.09624 -2.34657 -4.65713 -0.1638 -0.4535 0.0431
H 16.55021 -3.21936 -3.06860 -0.0626 -0.3562 -0.6523
C 24.78273 -1.94348 -3.90635 0.8210 -0.0809 1.6191
C 24.32378 -1.44880 -5.20629 0.2342 0.8559 -2.6824
O 24.97192 -0.84409 -5.99774 0.1008 -0.2128 0.5964
N 22.85917 -1.62527 -5.60670 0.1023 0.6676 1.0174
H 22.74936 -2.48544 -6.14835 -0.1214 0.2143 -0.3591
H 22.49767 -1.81270 -4.66441 -1.4961 -0.3429 0.3159
C 22.18736 -0.35417 -6.15293 0.5120 -0.4553 0.2319
H 25.78977 -1.54400 -3.78483 -0.0093 0.0176 -0.0768
H 24.87132 -3.01151 -3.70568 -0.3394 -0.1949 -0.7452
H 24.19909 -1.58540 -3.05569 -0.3304 0.2214 -0.2940
H 21.10543 -0.44835 -6.10215 0.0864 -0.2669 0.3322
H 22.42630 -0.10337 -7.18326 0.5209 -0.4851 0.0653
H 22.55201 0.43987 -5.50588 -0.2128 0.1056 -0.0807
C 22.54690 -3.00445 0.25975 0.3068 -0.8963 -2.2230
C 21.53770 -2.00859 0.67693 0.4178 -1.6563 1.2681
O 21.24842 -1.82178 1.82404 -0.6261 0.8458 -0.8920
N 20.89247 -1.28328 -0.47889 0.6079 0.6337 1.5073
H 20.83706 -1.97400 -1.25811 0.6623 0.3928 -1.1504
H 19.92245 -1.03211 -0.31118 -0.0317 -0.0972 0.5106
C 21.70162 0.03368 -0.67353 -0.9164 -1.2322 -1.0774
H 23.09787 -2.62597 -0.60754 0.4777 0.2897 0.3125
H 22.11206 -3.84594 -0.29585 -0.9517 0.2274 0.0284
H 23.17542 -3.57290 0.93938 0.0025 1.0782 0.7628
H 22.61321 -0.29698 -1.16270 0.1316 0.4222 0.1362
H 21.82571 0.53980 0.27948 0.1108 -0.2466 0.0381
H 21.08571 0.62146 -1.34985 0.3163 0.1531 -0.0746
C 21.14795 -4.48249 4.29421 0.8301 -1.9898 1.5793
C 20.35653 -5.24463 3.26137 0.1876 3.4858 -0.1266
O 20.31995 -4.81795 2.14549 -0.5703 -1.7551 0.2734
N 19.31251 -6.25552 3.74582 -0.6738 -0.8148 -2.1346
H 19.70290 -7.18325 3.57354 0.4275 -0.2375 0.7932
H 19.07497 -6.13101 4.72914 0.1182 -0.0947 0.1730
C 18.06618 -6.31910 2.85161 -1.1941 2.0568 0.5112
H 22.22263 -4.67184 4.21326 0.0764 0.4161 -0.9746
H 21.10467 -4.90912 5.30167 -0.9068 0.2301 0.1401
H 20.93138 -3.41858 4.29837 -0.0378 -0.0879 -0.2912
H 18.28668 -6.27370 1.78839 0.5265 -0.8957 0.1956
H 17.48708 -5.39717 2.95977 0.4957 0.3644 0.3859
H 17.30658 -7.00885 3.21511 0.7739 -0.8587 -0.1713
C 20.85810 -3.40243 -3.23356 -0.9668 3.0111 -0.7387
O 20.05494 -3.51190 -2.00610 0.5936 -0.9360 0.0159
O 21.52740 -2.22323 -3.12908 0.5102 -1.5498 0.4539
C 21.65794 -4.65884 -3.64862 -1.0143 -1.0442 1.8693
F 22.50034 -5.05236 -2.64859 0.4473 0.5889 -0.5785
F 20.83218 -5.72990 -3.77902 -0.4630 -0.0145 0.2029
F 22.23891 -4.56945 -4.81776 1.0049 0.4401 2.5256
C 19.13147 -4.56424 -1.82465 -0.5330 -0.6325 2.1393
C 17.93968 -4.08514 -0.88849 0.9405 -1.9450 -2.2491
H 17.22568 -4.84573 -1.21603 -0.6959 0.3916 0.3793
H 18.05150 -4.25733 0.18058 0.4210 0.6669 0.0171
H 17.59414 -3.12141 -1.24902 -0.0433 0.1268 0.6082
H 19.60018 -5.43996 -1.35340 0.4329 0.2606 0.5164
H 18.72772 -5.13412 -2.66581 -0.0571 1.2904 -0.9165
H 20.05039 -3.22883 -3.95568 0.0008 -0.8876 -0.8118
B 15.00653 -5.59983 -4.73122 -0.4375 -0.2075 -1.8253
F 14.64065 -6.86057 -5.18481 0.3144 -0.5942 0.3591
F 15.43717 -4.89803 -5.88521 0.1652 0.4269 -0.0071
F 13.87316 -4.96534 -4.22104 0.2467 0.5446 0.9459
F 16.11241 -5.64273 -3.88722 0.1398 -0.0375 0.8691
B 23.25712 -4.41942 -7.40537 -3.2035 6.0414 -1.7846
F 24.27212 -4.08578 -6.50710 -0.5294 0.6768 0.5469
F 23.35140 -5.69237 -7.90426 -5.2530 3.4625 -8.5470
F 21.98931 -4.31676 -6.78890 -0.0953 0.3916 -1.8613
F 23.30358 -3.40722 -8.36762 0.0207 -0.8648 0.0301
```
Positions in Å, forces in eV/Å.

**Max |F|**: 10.613 eV/A
**Total charge**: +5
**HOMO energy**: -18.858 eV
**HOMO-LUMO gap**: 7.4 eV
**Lowest unoccupied orbital energy**: -0.420 hartree